[1]
A molecular structure, C27H64AlF3O16P5. Source: the Open Molecules 2025 dataset; level of theory: ωB97M-V with the def2-TZVPD basis set.

Output
**2S+1**: 1
**Orbital gap**: 7.0 eV
**Charge**: -1

```
116
Properties=species:S:1:pos:R:3:mulliken_charge:R:1
C -4.26 1.69 4.13 -1.118
C -4.61 0.53 3.20 -0.692
C -3.55 0.13 2.12 -0.128
C -2.20 0.86 2.16 0.798
C -2.20 2.14 1.29 -1.605
Al -0.85 -0.41 1.36 -0.772
O 0.76 0.30 1.21 -0.447
C -0.78 -2.01 2.57 -0.750
C 0.47 -2.92 2.32 -0.170
C 1.40 -3.06 3.47 0.195
F 1.08 -4.00 4.42 -0.328
C 2.57 -2.39 3.62 0.100
F 3.80 -2.95 3.48 -0.268
F 2.69 -1.09 3.91 -0.172
P -1.60 -0.97 -0.85 0.404
P -2.53 -2.90 -0.91 0.936
O -3.30 -3.33 0.27 -0.694
O -3.53 -2.91 -2.20 -0.495
O -1.37 -3.93 -1.30 -0.469
H -4.34 2.64 3.61 0.255
H -3.29 1.58 4.61 0.285
H -5.00 1.72 4.93 0.417
H -4.91 -0.35 3.77 0.408
H -5.52 0.84 2.66 0.264
H -3.39 -0.94 2.21 0.088
H -3.99 0.30 1.14 -0.132
H -1.82 1.06 3.17 0.558
H -3.20 2.58 1.17 0.335
H -1.82 1.92 0.29 0.328
H -1.50 2.89 1.68 0.259
H 1.02 0.79 2.00 0.164
H -1.71 -2.58 2.51 0.497
H -0.72 -1.62 3.59 0.524
H 1.06 -2.59 1.46 0.017
H 0.10 -3.94 2.16 0.323
H -2.65 -0.09 -1.14 -0.401
H -4.43 -2.97 -1.86 0.274
H -0.63 -3.44 -1.70 0.224
O 4.83 2.82 4.30 -0.678
P 6.21 2.52 4.68 0.948
O 6.45 2.85 6.24 -0.332
C 5.42 2.65 7.21 -0.246
C 5.48 1.27 7.84 -0.962
O 7.16 3.62 3.99 -0.388
C 6.61 4.61 3.12 -0.272
C 6.19 5.85 3.88 -1.012
O 7.27 1.36 4.43 -0.366
C 7.13 0.04 4.97 -0.361
C 5.81 -0.63 4.63 -0.989
H 4.44 2.83 6.77 0.317
H 5.58 3.41 7.98 0.341
H 5.27 0.49 7.11 0.162
H 4.73 1.19 8.64 0.405
H 6.46 1.09 8.28 0.246
H 5.78 4.20 2.55 0.325
H 7.40 4.86 2.41 0.336
H 5.61 5.60 4.77 0.268
H 5.59 6.50 3.24 0.346
H 7.06 6.41 4.22 0.280
H 7.32 0.07 6.05 0.244
H 7.95 -0.54 4.54 0.306
H 4.96 0.04 4.79 0.330
H 5.67 -1.52 5.24 0.409
H 5.78 -0.92 3.58 0.362
O 3.06 -3.15 -2.04 -0.770
P 3.06 -2.17 -3.13 1.259
O 4.44 -2.24 -3.96 -0.424
C 5.12 -3.48 -4.15 -0.286
C 4.71 -4.18 -5.43 -0.987
O 3.16 -0.71 -2.49 -0.464
C 3.16 -0.52 -1.07 0.184
C 4.57 -0.54 -0.51 -1.044
O 2.04 -1.68 -4.25 -0.383
C 1.60 -2.50 -5.33 -0.195
C 1.00 -3.82 -4.88 -1.065
H 4.98 -4.14 -3.29 0.296
H 6.18 -3.24 -4.20 0.353
H 3.67 -4.49 -5.40 0.180
H 5.32 -5.08 -5.59 0.405
H 4.85 -3.53 -6.30 0.245
H 2.53 -1.26 -0.58 -0.012
H 2.70 0.44 -0.88 0.315
H 5.14 -1.38 -0.90 0.293
H 4.54 -0.61 0.58 0.212
H 5.11 0.37 -0.78 0.311
H 2.42 -2.65 -6.04 0.236
H 0.84 -1.92 -5.86 0.329
H 1.61 -4.31 -4.12 0.364
H 0.88 -4.50 -5.72 0.370
H 0.02 -3.66 -4.43 0.259
O -6.32 2.36 -5.49 -0.753
P -6.76 1.80 -4.21 0.982
O -8.05 0.86 -4.42 -0.310
C -8.21 0.06 -5.59 -0.275
C -7.64 -1.34 -5.42 -1.007
O -7.41 3.01 -3.37 -0.367
C -7.41 4.34 -3.87 -0.299
C -8.65 4.63 -4.69 -1.000
O -6.09 1.17 -2.93 -0.332
C -5.44 -0.11 -2.94 -0.009
C -4.36 -0.23 -4.00 -1.145
H -7.76 0.54 -6.46 0.322
H -9.28 -0.01 -5.77 0.345
H -6.56 -1.32 -5.28 0.209
H -7.86 -1.95 -6.30 0.408
H -8.08 -1.83 -4.55 0.251
H -6.51 4.54 -4.44 0.334
H -7.38 4.99 -3.00 0.339
H -8.84 3.83 -5.41 0.267
H -8.54 5.56 -5.24 0.345
H -9.53 4.70 -4.05 0.274
H -6.19 -0.90 -3.03 0.114
H -4.99 -0.23 -1.96 0.090
H -4.69 0.16 -4.96 0.496
H -4.05 -1.27 -4.12 0.358
H -3.48 0.35 -3.72 0.347
```

[2]
A molecular structure, C60H56GeINP2W. Source: the Open Molecules 2025 dataset; level of theory: ωB97M-V with the def2-TZVPD basis set.

Output
**2S+1**: 3
**Orbital gap (spin up / spin down)**: 5.9 / 6.6 eV
**<S²>**: 2.080
**Relative energy (zero: lowest compared OMol25 entry of this formula, charge and spin)**: 59.9 kJ/mol

```
122
Properties=species:S:1:pos:R:3:lowdin_spin:R:1
W 0.80 -1.61 -0.63 1.647
C -2.25 -2.49 1.05 0.001
C -1.11 -2.92 1.98 0.001
P 0.14 -1.57 1.88 0.033
C -0.81 -0.32 2.86 0.001
C -1.59 0.69 2.27 0.000
C -2.50 1.36 3.09 0.000
C -2.62 1.10 4.44 0.000
C -1.83 0.12 5.02 0.000
C -0.95 -0.59 4.22 0.000
C 1.49 -2.12 2.99 0.011
C 1.99 -3.40 2.79 0.005
C 3.07 -3.86 3.54 0.002
C 3.67 -3.04 4.48 0.000
C 3.19 -1.75 4.67 0.001
C 2.11 -1.29 3.93 0.001
P -1.64 -2.27 -0.72 0.043
C 0.86 -2.86 -2.41 0.011
C -0.01 -2.69 -3.50 0.024
C -0.08 -3.61 -4.54 -0.003
C 0.74 -4.73 -4.55 0.028
C 1.64 -4.91 -3.51 -0.002
C 1.70 -3.99 -2.47 0.035
C -1.89 -4.04 -1.21 0.015
C -0.99 -5.07 -0.95 0.002
C -1.28 -6.39 -1.26 0.000
C -2.50 -6.71 -1.84 0.000
C -3.42 -5.71 -2.11 0.001
C -3.11 -4.39 -1.80 0.002
H -2.70 -1.56 1.42 0.000
H -3.04 -3.24 1.05 -0.001
H -0.67 -3.85 1.62 0.001
H -1.41 -3.06 3.03 0.000
H -2.40 0.33 0.36 0.000
H -3.17 2.09 2.65 0.000
H -3.35 1.64 5.04 0.000
H -1.90 -0.10 6.08 0.000
H -0.38 -1.39 4.67 0.000
H 1.54 -4.05 2.05 0.003
H 3.43 -4.87 3.39 0.000
H 4.51 -3.40 5.06 0.000
H 3.66 -1.09 5.38 0.000
H 1.75 -0.28 4.08 0.000
H -0.65 -1.82 -3.54 0.000
H -0.78 -3.44 -5.35 -0.001
H 0.67 -5.46 -5.35 0.002
H 2.30 -5.77 -3.50 -0.001
H 2.41 -4.18 -1.68 0.005
H -0.02 -4.84 -0.52 0.002
H -0.56 -7.17 -1.06 0.000
H -2.73 -7.74 -2.09 0.000
H -4.37 -5.95 -2.56 0.000
H -3.82 -3.60 -2.02 0.001
C -1.62 0.97 0.79 0.007
Ge -2.21 2.79 0.27 0.001
C -4.16 2.64 0.28 0.000
C -4.72 1.63 -0.52 0.000
C -6.09 1.43 -0.57 0.000
C -6.94 2.22 0.19 0.000
C -6.40 3.21 1.01 0.000
C -5.03 3.41 1.05 0.000
C -1.44 4.09 1.51 0.000
C -0.16 3.83 2.00 0.000
C 0.46 4.70 2.89 0.000
C -0.20 5.85 3.30 0.000
C -1.47 6.14 2.80 0.000
C -2.07 5.27 1.91 0.000
C -1.68 3.41 -1.52 0.000
C -0.88 4.55 -1.63 0.000
C -0.55 5.07 -2.87 0.000
C -1.04 4.47 -4.03 0.000
C -1.85 3.35 -3.93 0.000
C -2.16 2.83 -2.69 0.000
H -0.70 0.68 0.27 0.005
H -4.08 0.97 -1.09 0.000
H -6.50 0.64 -1.19 0.000
H -8.01 2.06 0.16 0.000
H -7.06 3.83 1.61 0.000
H -4.64 4.18 1.70 0.000
H 0.37 2.93 1.70 0.000
H 1.45 4.48 3.27 0.000
H 0.27 6.53 4.00 0.000
H -1.98 7.04 3.11 0.000
H -3.04 5.52 1.50 0.000
H -0.51 5.04 -0.74 0.000
H 0.07 5.95 -2.94 0.000
H -0.78 4.88 -5.00 0.000
H -2.23 2.88 -4.83 0.000
H -2.80 1.95 -2.64 0.000
C 1.48 1.39 -3.77 -0.001
C 2.09 0.56 -2.62 0.001
C 2.93 -0.55 -3.26 0.001
C 0.94 -0.04 -1.80 -0.119
C 2.96 1.51 -1.79 -0.005
C 2.38 2.43 -0.93 -0.002
C 3.14 3.35 -0.23 0.000
C 4.52 3.38 -0.38 0.000
C 5.12 2.47 -1.23 -0.001
C 4.35 1.54 -1.93 0.000
H 0.74 0.78 -4.30 0.000
H 2.25 1.69 -4.48 0.000
H 0.99 2.28 -3.38 0.000
H 2.28 -1.23 -3.81 0.000
H 3.49 -1.13 -2.52 0.002
H 3.65 -0.13 -3.97 0.000
H -0.02 0.43 -2.05 0.002
H 1.30 2.42 -0.81 -0.002
H 2.65 4.06 0.43 0.000
H 5.12 4.10 0.16 0.000
H 6.20 2.47 -1.35 0.000
H 4.85 0.85 -2.59 0.000
I 4.36 1.26 3.28 -0.002
C 4.17 -0.18 1.78 -0.003
C 5.19 -1.10 1.58 0.057
C 4.97 -2.10 0.64 -0.001
C 3.76 -2.16 -0.01 0.067
N 2.76 -1.27 0.19 0.050
C 3.00 -0.27 1.06 0.058
H 6.12 -1.04 2.13 0.004
H 5.73 -2.84 0.43 -0.001
H 3.56 -2.94 -0.73 0.007
H 2.21 0.45 1.18 0.003
```

no.,electronic energy (Eh)
1,-4520.1994
2,-5499.0400